Record 1
ORCA calculation (ωB97M-V with the def2-TZVPD basis set) on a structure of composition C4H10S2.

Results
* relative energy (zero: lowest compared OMol25 entry of this formula, charge and spin): 420.0 kJ/mol
* frontier orbital gap: 5.74 eV

Last column: Mulliken charge in e.
Atoms and positions in Å:
C1 -2.25 -1.22 0.67  -0.392
C2 -2.06 0.03 0.06  -0.316
S1 0.73 -2.05 -0.18  -0.401
S2 1.55 -0.77 1.26  -0.136
C3 2.27 0.49 0.17  -0.441
C4 1.34 1.17 -0.85  -0.921
H1 -1.01 -0.90 0.24  0.043
H2 -2.25 -1.24 1.75  0.237
H3 -2.77 -2.04 0.19  0.265
H4 -2.03 0.93 0.69  0.269
H5 -2.54 0.21 -0.89  0.298
H6 3.06 -0.04 -0.35  0.296
H7 2.69 1.35 0.69  0.346
H8 1.87 1.61 -1.70  0.352
H9 0.64 0.46 -1.29  0.270
H10 0.77 2.01 -0.44  0.233


Record 2
ORCA calculation (ωB97M-V with the def2-TZVPD basis set) on a cluster of 2 separate species, C4H10Se in total.

Results
* relative energy (zero: lowest compared OMol25 entry of this formula, charge and spin): 303.9 kJ/mol
* frontier orbital gap: 8.79 eV

Last column: Mulliken charge in e.
Atoms and positions in Å:
C1 0.82 1.25 -1.38  -1.285
C2 -0.73 -0.83 1.52  -1.278
C3 0.77 0.23 -0.25  -0.205
C4 -0.60 -0.11 0.23  -0.154
Se1 -1.99 -0.43 -1.06  0.019
H1 0.25 0.89 -2.24  0.331
H2 0.39 2.19 -1.05  0.327
H3 1.85 1.42 -1.70  0.364
H4 -0.06 -0.42 2.28  0.359
H5 -1.75 -0.79 1.89  0.350
H6 -0.47 -1.89 1.38  0.365
H7 1.36 0.60 0.60  0.280
H8 1.25 -0.70 -0.59  0.307
H9 -1.37 1.66 0.60  0.139
H10 -1.70 -1.85 -1.28  0.081


Question: Which formula does entry 1 have?
Answer: C4H10S2


What did the first record say?
ORCA calculation (ωB97M-V with the def2-TZVPD basis set) on a structure of composition C4H10S2.

Results
* relative energy (zero: lowest compared OMol25 entry of this formula, charge and spin): 420.0 kJ/mol
* frontier orbital gap: 5.74 eV

Last column: Mulliken charge in e.
Atoms and positions in Å:
C1 -2.25 -1.22 0.67  -0.392
C2 -2.06 0.03 0.06  -0.316
S1 0.73 -2.05 -0.18  -0.401
S2 1.55 -0.77 1.26  -0.136
C3 2.27 0.49 0.17  -0.441
C4 1.34 1.17 -0.85  -0.921
H1 -1.01 -0.90 0.24  0.043
H2 -2.25 -1.24 1.75  0.237
H3 -2.77 -2.04 0.19  0.265
H4 -2.03 0.93 0.69  0.269
H5 -2.54 0.21 -0.89  0.298
H6 3.06 -0.04 -0.35  0.296
H7 2.69 1.35 0.69  0.346
H8 1.87 1.61 -1.70  0.352
H9 0.64 0.46 -1.29  0.270
H10 0.77 2.01 -0.44  0.233


Question: What is the formula in the second record?
Answer: C4H10Se